C4H8OS2 in the gas phase at a distorted geometry, computed with ωB97M-V/def2-TZVPD.

The energy relative to the best compared isomer or geometry (same formula, charge and spin) comes out at 351.0 kJ/mol. The calculated total energy is -1028.6893 Ha. Its HOMO-LUMO gap is 9.79 eV.

Last column: Mulliken charge in e.
Cartesian coordinates (Å):
C 3.02 -0.41 -0.07  -0.7645
C -0.95 0.60 0.89  -0.6024
C -1.79 0.20 -0.26  -0.2320
C -2.66 -0.87 -0.41  -0.5799
H 3.61 -1.48 0.18  0.2882
H 3.41 -0.07 -1.11  0.2869
H 3.05 0.30 0.96  0.2634
H -0.97 0.08 1.88  0.3813
H -1.42 1.48 1.21  0.3649
H -1.68 0.82 -1.11  0.3277
H -2.88 -1.81 0.40  0.2127
H -3.09 -0.88 -1.50  0.2193
O 0.52 1.81 -1.05  -0.5813
S 1.16 -0.85 -0.24  -0.0067
S 0.66 1.05 0.22  0.4224

=====

2 unconnected molecules or ions with the total composition C5H16N2O2 at a distorted geometry, computed with ωB97M-V/def2-TZVPD.

The energy relative to the best compared isomer or geometry (same formula, charge and spin) comes out at 382.8 kJ/mol. As for the SMILES: CN[C@H](CN)CCO.O. The calculated total energy is -459.9707 Ha. Its HOMO-LUMO gap is 8.67 eV.

Last column: Mulliken charge in e.
Cartesian coordinates (Å):
C -1.02 0.50 1.86  -0.9627
N 0.05 -0.39 1.20  -0.2648
C 0.22 -0.23 -0.19  0.3487
C 0.23 -1.83 -0.84  -0.9446
N -1.15 -2.21 -0.41  -0.4393
C 1.64 0.28 -0.35  -0.9549
C 1.86 1.62 0.14  -0.3301
O 3.11 1.77 0.63  -0.5419
H -0.76 0.91 2.82  0.3733
H -2.02 0.14 1.79  0.3690
H -1.18 1.53 1.29  0.2574
H -0.07 -1.42 1.43  0.3702
H -0.43 0.55 -0.67  0.2235
H 0.39 -1.69 -1.92  0.3551
H 1.00 -2.28 -0.29  0.4697
H -1.86 -1.46 -0.56  0.0944
H -1.50 -3.10 -0.71  0.2143
H 2.17 0.07 -1.33  0.2764
H 2.46 -0.20 0.23  0.3727
H 1.59 2.51 -0.37  0.3050
H 1.37 1.66 1.20  0.1141
H 3.73 1.72 -0.14  0.2998
O -3.00 0.27 -1.72  -0.6067
H -3.09 1.25 -1.83  0.3082
H -3.74 0.02 -1.26  0.2930

=====

A gas-phase ion, C3H8N3 (charge +1) at a distorted geometry, computed with ωB97M-V/def2-TZVPD.

The energy relative to the best compared isomer or geometry (same formula, charge and spin) comes out at 492.1 kJ/mol. As for the total charge: +1. As for the SMILES: [H]/N=C1/CC[NH2+]N1. The calculated total energy is -282.9763 Ha. Its HOMO-LUMO gap is 9.19 eV.

Last column: Mulliken charge in e.
Cartesian coordinates (Å):
H -3.07 0.91 -0.34  0.2083
N -2.87 -0.11 -0.06  -0.4858
C -1.31 -0.08 -0.03  0.2074
C -0.39 -1.28 0.05  -0.2533
C 1.02 -0.61 -0.14  -0.5615
N 0.83 0.90 0.12  -0.0800
N -0.65 1.17 -0.20  -0.2977
H -0.31 -1.75 1.11  0.2651
H -0.67 -1.91 -0.75  0.2930
H 1.63 -0.95 0.69  0.3486
H 1.37 -0.75 -1.14  0.3353
H 0.97 1.06 1.10  0.3644
H 1.38 1.52 -0.50  0.3760
H -1.15 2.10 -0.14  0.2803

=====

C5H10O2 in the gas phase at a distorted geometry, computed with ωB97M-V/def2-TZVPD.

The energy relative to the best compared isomer or geometry (same formula, charge and spin) comes out at 158.5 kJ/mol. As for the SMILES: OC[C@H]1CCCO1. The calculated total energy is -346.9650 Ha. Its HOMO-LUMO gap is 10.80 eV.

Last column: Mulliken charge in e.
Cartesian coordinates (Å):
O 2.59 0.21 -0.42  -0.5452
C 1.59 -0.57 0.19  -0.8232
C 0.33 -0.59 -0.67  0.2875
C -0.91 -1.06 0.11  -0.6916
C -1.65 0.30 0.36  -0.4892
C -0.56 1.39 0.01  -0.4067
O 0.07 0.75 -1.08  -0.4983
H 2.18 1.06 -0.61  0.3313
H 1.36 -0.20 1.20  0.3260
H 1.98 -1.58 0.30  0.3918
H 0.51 -1.13 -1.60  0.4012
H -0.65 -1.58 1.05  0.3000
H -1.49 -1.80 -0.46  0.2778
H -2.02 0.37 1.38  0.3437
H -2.49 0.36 -0.34  0.2497
H 0.16 1.57 0.83  0.2136
H -0.79 2.40 -0.36  0.3316

=====

2 unconnected molecules or ions with the total composition C26H26NO10 at a distorted geometry, computed with ωB97M-V/def2-TZVPD.

As for the total charge: -1. The calculated total energy is -1813.5361 Ha. Its HOMO-LUMO gap is 5.32 eV.

Last column: Mulliken charge in e.
Cartesian coordinates (Å):
C 2.38 -0.79 1.34  -1.4266
C 2.67 -0.53 2.81  1.5550
C 4.02 -1.11 3.24  -1.7591
O 2.71 0.89 3.10  -0.3577
C 1.51 1.55 3.01  -0.3109
O 1.51 2.76 2.95  -0.6685
C 0.28 0.73 3.10  0.9872
C -0.93 1.36 3.00  -0.7467
C -2.20 0.69 2.94  0.6819
C -2.37 -0.57 2.31  -0.2048
C -3.63 -1.15 2.19  -0.8199
C -4.76 -0.52 2.73  -0.5238
C -4.61 0.73 3.35  -0.4465
C -3.36 1.32 3.44  -0.1431
C 0.42 -0.63 3.66  0.7237
O -0.50 -1.27 4.15  -0.6110
O 1.68 -1.15 3.68  -0.3893
H 1.41 -0.37 1.04  0.2821
H 3.18 -0.32 0.74  0.3985
H 2.40 -1.87 1.16  0.3624
H 4.19 -0.92 4.30  0.3627
H 4.03 -2.18 3.05  0.3839
H 4.82 -0.64 2.66  0.4031
H -0.88 2.44 2.94  0.5057
H -1.50 -1.04 1.86  0.3465
H -3.72 -2.09 1.65  0.3721
H -5.74 -0.99 2.65  0.3884
H -5.49 1.25 3.75  0.3677
H -3.22 2.30 3.92  0.2722
C 2.48 0.90 7.96  -1.1401
C 1.33 1.68 7.39  -0.1465
O 0.23 0.75 7.27  -0.3428
C -0.80 1.14 6.50  -0.4857
C -1.96 0.23 6.55  0.9476
C -1.74 -1.23 6.56  -0.0952
O -2.56 -2.07 6.17  -0.8056
O -0.54 -1.62 7.02  -0.1646
C -0.37 -3.04 6.92  -0.0855
C 1.02 -3.35 7.39  -1.0932
C -3.27 0.74 6.71  1.2696
C -4.42 -0.10 6.56  -0.3551
C -5.70 0.36 6.76  -0.5999
C -5.91 1.71 7.11  -0.3274
N -7.24 2.22 7.11  0.9467
O -7.42 3.45 7.31  -0.6754
O -8.18 1.43 6.90  -0.6671
C -4.81 2.58 7.27  -0.6231
C -3.52 2.11 7.08  -0.4236
O -0.78 2.15 5.79  -0.6885
H 3.37 1.53 8.06  0.4239
H 2.25 0.51 8.96  0.3084
H 2.76 0.07 7.30  0.1605
H 1.02 2.49 8.07  0.2757
H 1.57 2.08 6.40  0.2364
H -1.12 -3.54 7.56  0.3041
H -0.52 -3.30 5.87  0.2002
H 1.18 -4.43 7.39  0.4238
H 1.77 -2.93 6.70  0.1163
H 1.20 -2.98 8.41  0.2830
H -4.26 -1.14 6.26  0.6346
H -6.57 -0.29 6.61  0.4129
H -5.00 3.63 7.52  0.4276
H -2.67 2.79 7.19  0.3629

=====

A molecular structure, C40H38F6IrN6O4S3 at a distorted geometry, computed with ωB97M-V/def2-TZVPD.

The energy relative to the best compared isomer or geometry (same formula, charge and spin) comes out at 152.2 kJ/mol. As for the total charge: +1. The calculated total energy is -4074.5335 Ha. Its HOMO-LUMO gap is 6.32 eV.

Last column: Mulliken charge in e.
Cartesian coordinates (Å):
Ir -0.13 -0.15 0.09  3.4178
S -0.40 0.33 2.30  -0.7572
C -1.31 -0.96 2.86  0.5429
N -1.70 -1.11 4.11  0.1951
C -2.55 -2.24 4.48  -0.7044
C -3.49 -2.53 3.34  -0.7935
N -2.69 -2.79 2.14  0.7046
C -3.15 -3.85 1.23  -1.5927
C -2.91 -5.21 1.84  0.5580
C -3.96 -5.98 2.32  -0.2751
C -3.72 -7.21 2.90  -0.6801
C -2.43 -7.69 3.01  -0.4302
C -1.37 -6.93 2.52  -0.8253
C -1.60 -5.70 1.94  -0.2843
C -1.62 -2.07 1.91  -0.6723
S -0.51 -2.39 0.67  0.0509
C -1.33 -0.18 5.18  -1.1701
C -2.55 0.51 5.75  0.4557
C -2.93 0.32 7.07  -0.3018
C -4.07 0.94 7.57  -0.6299
C -4.83 1.75 6.74  -0.4415
C -4.45 1.94 5.42  -0.7484
C -3.32 1.33 4.92  -0.1327
H -3.12 -1.96 5.37  0.5245
H -1.93 -3.11 4.71  0.2828
H -4.15 -1.68 3.14  0.2589
H -4.08 -3.42 3.54  0.5543
H -2.63 -3.71 0.29  0.7172
H -4.22 -3.68 1.08  0.5210
H -4.98 -5.61 2.22  0.4204
H -4.55 -7.81 3.26  0.3995
H -2.24 -8.65 3.46  0.3942
H -0.36 -7.31 2.60  0.4430
H -0.78 -5.11 1.55  0.4915
H -0.64 0.54 4.76  0.4514
H -0.81 -0.74 5.95  0.4205
H -2.33 -0.32 7.72  0.3847
H -4.36 0.79 8.60  0.3999
H -5.72 2.23 7.13  0.3944
H -5.05 2.58 4.77  0.4545
H -3.02 1.49 3.89  0.4638
N 4.07 -4.75 -5.44  -0.5071
C 3.18 -3.88 -4.89  1.0413
C 2.13 -4.34 -4.07  -0.8265
C 1.25 -3.45 -3.49  -0.2006
C 1.38 -2.09 -3.73  -0.4622
C 2.40 -1.61 -4.54  -0.6338
C 3.30 -2.50 -5.11  -0.8315
S 0.26 -0.96 -3.00  1.6011
O -0.85 -1.74 -2.49  -0.6994
O 0.03 0.14 -3.88  -0.7381
N 1.00 -0.37 -1.63  -0.7518
C 1.39 0.97 -1.63  0.3079
N 0.74 1.57 -0.59  -0.2392
C 0.99 2.85 -0.32  -0.2019
C 1.89 3.53 -1.12  -0.9976
C 2.49 2.84 -2.16  -0.6117
N 2.26 1.54 -2.42  -0.4865
H 3.84 -5.73 -5.47  0.2104
H 4.68 -4.42 -6.18  0.2089
H 2.02 -5.40 -3.91  0.3031
H 0.44 -3.81 -2.88  0.4601
H 2.49 -0.55 -4.73  0.4283
H 4.09 -2.12 -5.75  0.3171
H 0.46 3.30 0.50  0.5949
H 2.11 4.58 -0.95  0.4457
H 3.19 3.34 -2.82  0.4817
C 3.85 -0.31 2.98  -1.6732
C 3.17 -0.85 1.75  0.4338
O 2.45 -0.12 1.09  -0.5135
C 3.41 -2.27 1.37  0.8291
C 3.05 -2.71 0.10  -0.3043
C 3.27 -4.02 -0.26  -0.2603
C 3.84 -4.91 0.64  -0.7076
C 4.19 -4.48 1.91  -0.7702
C 3.99 -3.16 2.27  -0.6359
H 3.64 0.76 3.06  0.3601
H 4.92 -0.48 2.94  0.4389
H 3.46 -0.82 3.87  0.3809
H 2.62 -2.01 -0.61  0.5945
H 3.02 -4.35 -1.26  0.4494
H 4.01 -5.94 0.35  0.4431
H 4.64 -5.17 2.62  0.4253
H 4.28 -2.83 3.26  0.3860
C -3.39 0.08 -1.94  -1.6376
C -3.03 0.69 -0.59  1.5989
O -2.15 -0.08 0.15  -0.5679
C -4.30 0.71 0.30  0.2287
F -4.10 1.36 1.47  -0.2440
F -5.35 1.27 -0.29  -0.2744
F -4.65 -0.55 0.62  -0.2294
C -2.54 2.13 -0.82  0.2677
F -3.52 2.95 -1.21  -0.2816
F -1.60 2.16 -1.77  -0.2555
F -2.00 2.67 0.30  -0.2362
H -3.90 -0.87 -1.78  0.4076
H -2.48 -0.12 -2.50  0.2649
H -4.04 0.74 -2.52  0.4081

=====

> What is the calculated total energy in the fourth record?

-346.9650 Ha